The following is a DFT calculation (the ωB97M-V functional and the def2-TZVPD basis) of a single C19H28N2O3S2 molecule at a distorted geometry.

Element x y z (Å)
C -3.069864 2.831528 0.844547
S -2.977023 1.043938 1.078454
C -1.186428 0.798776 0.914428
C -0.675859 1.234889 -0.466300
O -0.182522 2.343650 -0.597116
N -0.710319 0.332525 -1.480920
C -1.678469 -0.753370 -1.588119
C -2.437180 -0.499554 -2.906626
C -3.813004 0.145601 -2.690572
S -3.524467 1.922631 -2.619802
C -2.335963 1.761216 -3.967058
C -1.539850 0.455835 -3.734368
C -1.103988 -0.109544 -5.084983
C -0.314622 0.707019 -2.829319
C -0.351055 1.418458 2.059185
N 0.077003 0.053011 2.393231
C 0.885618 -0.405346 3.371392
O 1.018695 0.182504 4.433398
C 1.516525 -1.790134 3.164257
C 2.876795 -1.918236 3.847996
C 3.817480 -1.515498 2.739002
C 4.849337 -0.438415 2.966293
C 5.282491 -1.861251 2.795833
C 3.029733 -1.558717 1.436433
O 1.757251 -2.093352 1.798919
C -0.700859 -0.609481 1.338548
H -4.111491 3.137677 0.912809
H -2.499646 3.350585 1.614858
H -2.686425 3.119189 -0.132169
H -1.112749 -1.685249 -1.715001
H -2.324799 -0.893736 -0.728339
H -2.577861 -1.459033 -3.409384
H -4.482175 -0.068253 -3.527680
H -4.306913 -0.205348 -1.785480
H -2.881278 1.750119 -4.912743
H -1.692062 2.640424 -3.960320
H -0.462667 0.594725 -5.618729
H -0.546714 -1.041023 -4.964609
H -1.965457 -0.322704 -5.720255
H 0.165262 1.672837 -2.935735
H 0.446000 -0.033584 -3.113342
H 0.471017 2.057242 1.747076
H -0.936782 1.879552 2.853822
H 0.792737 -2.493620 3.579718
H 2.968044 -1.309470 4.745756
H 3.026503 -2.955368 4.155597
H 5.043710 0.270926 2.170143
H 4.908531 0.017662 3.946394
H 5.649213 -2.405016 3.658013
H 5.783757 -2.151451 1.880048
H 2.894737 -0.557460 1.011757
H 3.483985 -2.199764 0.681649
H -1.480737 -1.262922 1.735588
H -0.075197 -1.125617 0.613843

Force components x, y, z for each atom (eV/Å):
0.263 0.178 -0.025
-0.019 -0.029 -0.036
-0.061 0.219 -0.703
0.138 0.419 0.215
0.010 -0.025 -0.026
-0.622 0.567 0.421
0.622 -0.593 -0.638
-0.398 -0.225 0.286
-0.040 -0.115 -0.200
-0.032 0.099 0.167
-0.012 0.169 0.143
-0.029 0.519 -0.257
-0.029 -0.166 0.038
0.355 -1.175 -0.353
-0.147 -0.594 0.587
0.250 -0.073 -0.496
-0.522 -0.143 0.677
0.521 0.308 -0.302
-0.026 0.264 0.218
-0.216 -0.217 0.167
0.881 0.377 0.026
-0.146 0.240 0.001
-0.020 -0.253 -0.079
-0.103 0.080 0.358
-0.206 -0.354 -0.129
0.407 0.328 0.321
-0.059 -0.168 0.053
-0.027 -0.050 0.046
-0.015 -0.084 0.005
-0.016 -0.021 0.106
0.007 0.364 0.058
0.032 0.047 -0.091
0.066 -0.032 -0.038
0.077 0.091 0.076
0.076 -0.149 -0.049
0.032 -0.032 -0.055
0.001 0.033 0.022
0.017 0.016 0.043
-0.030 0.042 0.021
-0.329 0.242 0.409
0.044 0.083 -0.128
-0.054 0.074 -0.051
-0.021 0.136 -0.070
-0.009 -0.219 -0.240
-0.124 0.156 -0.131
0.031 -0.053 -0.167
-0.013 -0.140 -0.117
-0.040 -0.139 0.056
-0.105 0.075 0.080
-0.083 0.109 -0.072
0.045 0.055 0.008
-0.114 -0.100 -0.009
-0.001 -0.071 -0.063
-0.209 -0.073 -0.081

SMILES: CSC1(C(=O)N2C[C@H]3CSC[C@@]3(C)C2)CN(C(=O)[C@@H]2CC3(CC3)CO2)C1
Frontier orbital gap: 9.06 eV
ΔE to the lowest compared entry with this formula, charge and spin: 34.7 kcal/mol